No. 1
ORCA calculation (the ωB97M-V functional and the def2-TZVPD basis) on the molecule C3H5NO.

Structure (XYZ):
```
10
Properties=species:S:1:pos:R:3:forces:R:3:mulliken_charge:R:1
O -2.242181 0.300659 -0.843407 2.2638 0.5655 1.2753 -0.318
N -1.566728 0.987888 -0.084128 -0.9008 -0.2603 -0.9157 -0.108
C -0.168387 0.690669 0.226318 1.2155 0.6393 -0.0928 0.099
C 0.274575 -0.667138 0.587361 -1.2378 -2.9571 1.6737 -0.456
C 0.939415 -0.169594 -0.636442 -2.4991 0.8306 1.0821 -0.585
H 0.263870 1.493980 0.858720 -0.6161 -0.5569 -0.6321 0.344
H 0.643940 -0.876364 1.629960 0.6271 0.8193 -1.3906 0.245
H -0.487796 -1.497517 0.495384 0.6053 1.1499 -0.6067 0.240
H 0.377047 -0.387784 -1.524114 0.4062 -0.6266 -0.5381 0.265
H 1.966244 0.125202 -0.709652 0.1360 0.3963 0.1449 0.275
```
Forces are in eV/Å.

Calculated values
Spin multiplicity: 1

***

No. 2
ORCA calculation (the ωB97M-V functional and the def2-TZVPD basis) on the molecule C3H5NO.

Structure (XYZ):
```
10
Properties=species:S:1:pos:R:3:forces:R:3:mulliken_charge:R:1
O 1.021443 -0.824322 1.510186 0.1856 0.3835 -0.3577 -0.488
C 1.288085 -0.400384 0.408128 -0.1087 -0.0889 0.3606 -0.072
C 0.283269 0.201507 -0.518569 0.1474 -0.1358 -0.1063 0.067
C -1.128180 -0.209244 -0.255664 -0.2035 -0.2055 -0.0787 -0.397
N -0.731186 1.167507 -0.083402 -0.0137 0.1668 0.2045 -0.535
H 2.316300 -0.488039 0.000391 -0.1072 0.0049 0.0857 0.315
H 0.647382 0.396366 -1.524908 -0.1372 -0.1878 0.1067 0.354
H -1.779216 -0.449989 -1.089778 0.0402 0.2253 0.0389 0.238
H -1.285368 -0.790123 0.651746 0.1171 -0.0086 -0.2449 0.239
H -0.632531 1.396718 0.901868 0.0800 -0.1538 -0.0088 0.278
```
Forces are in eV/Å.

Calculated values
Spin multiplicity: 1

***

No. 3
ORCA calculation (the ωB97M-V functional and the def2-TZVPD basis) on the molecule C3H5NO.

Structure (XYZ):
```
10
Properties=species:S:1:pos:R:3:forces:R:3:mulliken_charge:R:1
C 1.885964 -0.133368 -0.058470 1.3159 0.1162 -0.8520 -0.758
C 0.594979 -0.344948 0.106549 -2.0650 -1.6378 1.5170 0.212
C -0.457490 0.729070 0.176742 -0.4647 -2.3907 -2.1380 -0.162
N -1.733196 0.585111 -0.076091 2.5837 3.2821 1.0737 -0.398
O -2.300212 -0.616621 -0.041736 0.7812 -1.6586 0.1552 -0.311
H 2.605361 -0.948724 -0.163770 -0.4562 -0.0531 0.2782 0.239
H 2.386457 0.817429 -0.276620 -0.6974 0.0412 0.3208 0.237
H 0.227307 -1.415634 0.302088 0.6048 1.6872 -0.4901 0.238
H -0.001238 1.684745 0.009968 -0.6025 0.8532 0.2537 0.320
H -3.207933 -0.357063 0.021337 -0.9998 -0.2398 -0.1185 0.384
```
Forces are in eV/Å.

Calculated values
Spin multiplicity: 1

***

No. 4
ORCA calculation (the ωB97M-V functional and the def2-TZVPD basis) on a cluster of 3 separate species, C3H5NO in total.

Structure (XYZ):
```
10
Properties=species:S:1:pos:R:3:forces:R:3:mulliken_charge:R:1
O -3.078377 0.648949 -0.158389 0.8105 -0.3771 -0.2716 -0.186
C -2.119303 0.166115 -0.518029 -1.0729 0.3254 0.2053 0.157
N -0.032638 0.718340 1.067926 0.5904 0.1810 -0.2056 -0.386
C 0.619655 -0.653354 1.022854 0.0257 -0.4150 0.0752 -0.190
C 1.084676 0.612239 0.509106 -0.3112 0.2345 0.4156 -0.179
H -0.082195 -0.128120 -2.014646 0.2344 -0.0277 -0.0916 -0.177
H 0.993774 -1.036498 1.970152 -0.0481 0.0280 -0.1275 0.227
H 0.168464 -1.388493 0.357404 0.0487 0.1244 0.0438 0.248
H 0.613644 -0.182563 -2.283509 -0.1423 0.0034 0.0148 0.185
H 1.832300 1.243385 0.047131 -0.1351 -0.0769 -0.0585 0.300
```
Forces are in eV/Å.

Calculated values
Spin multiplicity: 1

***

No. 5
ORCA calculation (the ωB97M-V functional and the def2-TZVPD basis) on the molecule C3H5NO.

Structure (XYZ):
```
10
Properties=species:S:1:pos:R:3:forces:R:3:mulliken_charge:R:1
C 1.061802 -0.247689 0.776108 0.2437 0.1342 0.2412 -0.644
O 0.223446 -1.007731 -0.073587 -0.0123 -0.0607 -0.0127 -0.327
C -0.516067 -0.228201 -0.963693 -0.1004 0.0471 -0.1880 -0.263
C -1.587880 0.532294 -0.274893 -0.7313 0.4948 0.5064 0.281
N -2.418023 1.106588 0.289363 0.8269 -0.5336 -0.5760 -0.368
H 1.979536 0.066552 0.251108 -0.2641 -0.0507 0.0911 0.262
H 1.330961 -0.895809 1.615797 -0.0241 0.1731 -0.1928 0.222
H 0.542147 0.642108 1.162954 0.1021 -0.2053 -0.0332 0.301
H -0.982631 -0.909964 -1.678482 0.0250 0.1029 0.0585 0.265
H 0.108018 0.484395 -1.524665 -0.0656 -0.1018 0.1056 0.271
```
Forces are in eV/Å.

Calculated values
Spin multiplicity: 1

***

No. 6
ORCA calculation (the ωB97M-V functional and the def2-TZVPD basis) on the molecule C3H5NO.

Structure (XYZ):
```
10
Properties=species:S:1:pos:R:3:forces:R:3:mulliken_charge:R:1
O -1.438159 0.193854 -1.662956 0.4494 0.2019 -0.3510 -0.576
C -0.595252 0.003209 -0.818728 -0.4691 0.5793 0.1807 0.577
C -0.692073 -1.070324 0.188349 -0.7654 -0.6751 0.0663 -0.694
C 1.097698 0.368733 0.692998 1.0828 0.3514 0.0592 -0.503
N 0.442245 0.822119 -0.440979 -0.4923 -0.1079 -0.3774 -0.094
H -1.571288 -0.816350 0.807555 0.5852 -0.2257 0.2189 0.237
H -0.791984 -2.104896 -0.165029 0.5743 0.3532 0.1527 0.252
H 0.648748 0.311137 1.664261 -0.4873 0.3340 0.1057 0.255
H 2.159863 0.683387 0.732670 -0.4924 -0.7839 -0.1136 0.298
H 0.740201 1.609130 -0.998141 0.0147 -0.0273 0.0585 0.249
```
Forces are in eV/Å.

Calculated values
Spin multiplicity: 1

***

No. 7
ORCA calculation (the ωB97M-V functional and the def2-TZVPD basis) on the molecule C3H5NO.

Structure (XYZ):
```
10
Properties=species:S:1:pos:R:3:forces:R:3:mulliken_charge:R:1
C 1.100840 0.645503 -0.089428 -0.1785 -0.6987 0.2734 -0.219
N 1.677674 -0.508792 0.021563 -1.5576 2.6824 -0.6430 -0.277
O 0.687533 -1.424960 0.114761 -1.4022 -2.0602 0.4241 -0.224
C -0.669529 -0.873314 -0.077527 0.4940 0.4616 -1.1278 -0.340
C -0.427143 0.655778 0.108512 -0.6109 1.4057 -0.2129 -0.260
H 1.669364 1.540321 -0.176068 0.5396 0.3988 -0.0375 0.409
H -1.347374 -1.315518 0.650153 0.2902 -0.0452 0.1034 0.230
H -1.028750 -1.212016 -1.130816 0.6777 0.9349 1.6207 0.211
H -0.599197 1.105070 1.176564 0.0681 -1.2224 -1.7136 0.209
H -1.063415 1.387927 -0.597712 1.6794 -1.8570 1.3134 0.263
```
Forces are in eV/Å.

Calculated values
Spin multiplicity: 1

***

No. 8
ORCA calculation (the ωB97M-V functional and the def2-TZVPD basis) on the molecule C3H5NO.

Structure (XYZ):
```
10
Properties=species:S:1:pos:R:3:forces:R:3:mulliken_charge:R:1
C 0.520439 -0.321241 0.168770 4.1304 -0.2656 1.0378 -0.038
C 2.055643 -0.127006 0.034722 -2.5245 -1.1546 -1.4231 -0.024
C -1.544637 0.209561 -0.319212 -2.3410 -1.0397 1.1543 -0.558
N 1.967292 1.032982 -0.455642 -0.8499 -2.3143 1.6410 -0.479
O -0.495592 -0.722065 -0.600915 1.2918 1.5342 -0.3298 -0.336
H 0.419161 -0.287816 1.270832 -1.1399 0.8251 -0.6606 0.353
H 2.687437 -0.956157 0.456524 0.5814 1.4438 -0.7242 0.260
H -1.948245 0.841682 -1.105238 1.1682 0.2952 -0.4305 0.236
H -1.214703 0.687817 0.594046 -0.5760 0.9584 -0.2821 0.340
H -2.446796 -0.357758 -0.043885 0.2596 -0.2825 0.0173 0.245
```
Forces are in eV/Å.

Calculated values
Spin multiplicity: 1

***

No. 9
ORCA calculation (the ωB97M-V functional and the def2-TZVPD basis) on a cluster of 2 separate species, C3H5NO in total.

Structure (XYZ):
```
10
Properties=species:S:1:pos:R:3:forces:R:3:mulliken_charge:R:1
C 2.923984 0.321116 -0.060817 -0.1290 -1.3467 -0.2208 0.146
C -0.209035 0.322609 -0.556620 0.0611 0.5591 0.7056 -0.379
C -1.439165 0.097511 0.268690 -0.9165 -1.8514 -0.8877 -0.327
N -0.144546 0.065940 0.940089 -0.6899 1.9563 -1.1296 -0.474
O 2.764227 -0.787850 -0.254379 0.2595 1.3433 0.2550 -0.141
H -0.007099 -0.890068 1.107185 0.9944 -1.5346 0.1578 0.245
H 0.289460 -0.469084 -1.188043 -1.2041 1.0410 0.5348 0.282
H -0.114728 1.393021 -0.872594 0.6772 -1.1876 0.4478 0.213
H -2.168796 0.856956 0.609816 0.6978 -0.2807 -0.6757 0.230
H -1.894305 -0.910147 0.006677 0.2495 1.3014 0.8129 0.203
```
Forces are in eV/Å.

Calculated values
Spin multiplicity: 1

***

No. 10
ORCA calculation (the ωB97M-V functional and the def2-TZVPD basis) on the ion C3H5NO2 with charge -1.

Structure (XYZ):
```
11
Properties=species:S:1:pos:R:3:forces:R:3:mulliken_charge:R:1
O 1.259782 -0.968975 -1.560219 -0.1692 0.1936 0.2344 -0.793
C 0.554911 -0.325493 -0.730070 0.3663 -0.0717 -0.3761 0.571
N 0.856180 -0.292818 0.587226 -0.0189 0.0347 -0.0158 -0.006
C 0.033411 0.110024 1.640676 0.2726 -0.1147 0.1807 -0.371
O 0.491646 0.444698 2.775392 -0.0006 -0.0658 -0.1361 -0.741
C -0.737174 0.313110 -1.122383 -0.0783 -0.6474 -0.6916 -1.110
H 1.778865 -0.658340 0.788165 -0.0482 0.0733 0.2735 0.221
H -1.020846 0.112824 1.369926 -0.1611 0.1094 0.1003 0.351
H -1.553777 -0.390262 -0.892666 -0.1835 0.1989 0.1984 0.236
H -0.935590 1.269103 -0.643103 0.0134 0.0629 0.1445 0.345
H -0.727408 0.386131 -2.212945 0.0075 0.2268 0.0881 0.295
```
Forces are in eV/Å.

Calculated values
Total charge: -1
Spin multiplicity: 2

***

No. 11
ORCA calculation (the ωB97M-V functional and the def2-TZVPD basis) on the molecule C3H5NO2.

Structure (XYZ):
```
11
Properties=species:S:1:pos:R:3:forces:R:3:mulliken_charge:R:1
O -0.345666 1.407678 -1.809825 -0.6620 -0.7984 -0.3552 -0.626
C -0.203675 0.766247 -0.795975 -0.0932 0.1425 -0.2222 0.294
N 0.600727 1.113946 0.214648 -0.1761 -0.1634 -0.1578 -0.126
C 0.397441 -0.099500 1.047271 -0.1142 -0.1560 -0.0845 -0.496
C -0.659523 -0.530447 -0.048454 -0.2270 0.1869 0.0263 0.081
O -0.557057 -1.769817 -0.680266 0.4936 0.1910 0.0187 -0.520
H 1.058527 1.988384 0.002727 0.9173 0.0683 1.4367 0.254
H -0.010969 0.052438 2.057080 0.0963 0.2506 -0.3959 0.251
H 1.237202 -0.805388 1.129388 -0.0422 0.4070 -0.2611 0.227
H -1.683069 -0.440162 0.324394 0.1260 -0.0243 -0.0668 0.325
H 0.300217 -1.802734 -1.133198 -0.3183 -0.1042 0.0617 0.337
```
Forces are in eV/Å.

Calculated values
Spin multiplicity: 1

***

No. 12
ORCA calculation (the ωB97M-V functional and the def2-TZVPD basis) on the molecule C3H5NO2.

Structure (XYZ):
```
11
Properties=species:S:1:pos:R:3:forces:R:3:mulliken_charge:R:1
C -1.793969 0.021185 0.090331 0.1302 0.0421 -0.0464 -0.953
C -0.342563 -0.044787 -0.389562 0.0100 -0.3355 -0.7121 0.549
O -0.119167 -0.677665 -1.402358 -0.2125 -0.1775 0.0788 -0.476
C 0.998300 0.594411 0.062072 0.0702 0.1670 -0.0024 0.489
N 1.898582 -0.327696 0.538940 -0.0500 0.0669 -0.0824 -0.446
O 1.273685 1.747850 -0.188543 -0.4315 -0.3013 0.4626 -0.543
H -2.322102 -0.566370 -0.667608 0.0032 0.1483 0.1983 0.317
H -1.983015 -0.444632 1.065529 0.3948 0.1772 -0.0986 0.272
H -2.231867 1.024615 0.108237 0.3956 -0.0250 0.0494 0.286
H 1.754586 -1.293739 0.276988 -0.1079 0.1681 0.1056 0.252
H 2.867531 -0.033170 0.505971 -0.2021 0.0696 0.0471 0.253
```
Forces are in eV/Å.

Calculated values
Spin multiplicity: 1

***

The evaluated E for the records listed, in turn: -247.1600, -247.2496, -247.1988, -247.1783, -247.2661, -247.1757, -247.2146, -247.1139, -247.2312, -322.5484, -322.5118, -322.5454 Ha.